The following is a DFT calculation (ωB97M-V with the def2-TZVPD basis set) of a cluster of 2 separate species, C19H29F6IN3O8S in total in a non-equilibrium geometry.

Last column: Mulliken charge in e.
Atoms and positions in Å:
C -0.297 -4.177 2.709  -0.964
C 0.251 -2.596 2.744  0.183
O -0.730 -1.765 2.053  -0.281
C -0.258 -0.354 1.880  0.159
C 0.260 0.350 3.264  -0.996
C -1.589 0.482 1.385  -0.532
C -2.938 -0.507 1.283  -1.002
C -1.385 1.461 0.102  -0.216
C -2.582 1.339 -1.059  -0.503
C -2.428 2.458 -2.261  -0.241
O -3.444 2.520 -3.152  -0.605
N -0.080 1.371 -0.634  1.370
C 0.793 2.512 -0.084  -0.325
C 0.766 3.870 -1.001  -0.377
C 2.233 4.659 -0.924  -0.966
I 2.289 5.996 0.818  -0.013
C 0.614 0.025 -0.472  -2.220
N 1.044 -0.743 -1.563  0.061
C 0.759 -0.227 -2.990  0.003
F -0.719 -0.020 -3.226  -0.400
C 1.657 1.115 -3.368  -0.101
C 0.928 2.090 -4.494  -1.027
S 1.893 -2.259 -1.473  1.004
O 2.786 -2.469 -0.228  -0.614
O 2.860 -2.524 -2.695  -0.616
C 0.665 -3.696 -1.506  0.529
F -0.306 -3.460 -0.374  -0.229
F 1.319 -5.019 -1.181  -0.282
C -0.246 -3.776 -2.865  0.598
F -1.430 -2.848 -2.860  -0.197
F -0.850 -5.161 -2.879  -0.274
F 0.503 -3.655 -4.137  -0.222
N 0.888 -0.414 0.931  1.779
O 2.065 -0.018 1.423  -0.603
H -1.464 -4.257 2.776  0.228
H 0.193 -4.683 3.668  0.328
H 0.164 -4.773 1.783  0.180
H 1.321 -2.634 2.276  -0.019
H 0.380 -2.361 3.902  0.193
H -0.676 0.444 3.999  0.220
H 0.623 1.457 3.068  0.276
H 1.115 -0.199 3.835  0.295
H -1.875 1.199 2.298  0.349
H -3.192 -1.007 2.338  0.332
H -2.762 -1.327 0.448  0.134
H -3.925 0.121 1.040  0.322
H -1.477 2.592 0.477  0.475
H -2.606 0.238 -1.475  0.189
H -3.666 1.531 -0.597  0.400
H -1.509 3.158 -2.441  0.335
H 0.615 2.702 1.073  0.219
H 1.908 2.090 -0.150  0.216
H 0.606 3.593 -2.129  -0.104
H -0.094 4.597 -0.604  0.361
H 3.086 3.830 -0.890  0.366
H 2.368 5.295 -1.922  0.435
H 1.058 -1.034 -3.819  0.561
H 2.629 0.690 -3.916  0.431
H 2.055 1.697 -2.433  -0.025
H -0.219 2.239 -4.322  0.197
H 1.431 3.159 -4.414  0.288
H 1.210 1.650 -5.551  0.349
H 2.575 -0.759 1.872  0.317
C -1.291 -0.984 6.700  0.799
O -1.326 -1.765 7.638  -0.587
O -1.906 0.087 6.641  -0.492
O -0.636 -1.144 5.663  -0.447

Summary:
* calculated total energy: -2801.94802 hartree
* spin multiplicity: 1
* HOMO: -3.22 eV
* largest force on an atom: 7.96 eV/A
* Kohn-Sham gap: 1.972 eV
* net charge: -1
* lowest unoccupied orbital energy: -0.0460 hartree

---

The following is a DFT calculation (ωB97M-V with the def2-TZVPD basis set) of the molecule C19H29N3O5S.

Last column: Mulliken charge in e.
Atoms and positions in Å:
C 4.442 4.971 -0.647  -1.102
C 2.926 5.004 -0.774  -0.302
H 2.495 5.644 0.004  0.320
H 2.620 5.357 -1.761  0.317
O 2.367 3.699 -0.659  -0.367
C 2.154 3.229 0.583  0.567
O 2.377 3.867 1.587  -0.660
C 1.621 1.876 0.516  0.395
C 1.243 1.040 1.538  -0.507
C 0.784 -0.214 1.039  0.195
C 0.841 -0.269 -0.352  0.030
N 0.456 -1.337 -1.102  0.219
C 0.386 -1.266 -2.460  0.635
O 0.788 -0.287 -3.055  -0.673
C -0.200 -2.482 -3.142  -0.860
H -0.551 -2.161 -4.124  0.411
C -1.323 -3.152 -2.334  -1.055
N -2.095 -2.171 -1.599  0.738
C -2.872 -2.736 -0.514  -1.086
C -3.465 -1.604 0.318  -0.681
N -4.320 -0.777 -0.511  -0.135
C -4.981 0.254 0.257  -1.045
H -5.638 0.821 -0.401  0.346
H -5.584 -0.212 1.034  0.329
H -4.272 0.952 0.732  0.342
C -3.542 -0.224 -1.602  -0.708
C -2.947 -1.351 -2.438  -0.900
H -2.351 -0.919 -3.242  0.444
H -3.766 -1.946 -2.880  0.301
H -4.198 0.387 -2.226  0.474
H -2.719 0.413 -1.229  0.296
H -4.064 -2.023 1.130  0.473
H -2.639 -1.015 0.758  0.269
H -2.211 -3.332 0.119  0.492
H -3.689 -3.377 -0.886  0.368
H -1.948 -3.751 -3.020  0.376
H -0.888 -3.841 -1.605  0.427
H 0.607 -3.200 -3.308  0.428
H 0.063 -2.109 -0.560  0.120
S 1.422 1.170 -1.073  -0.159
C 0.281 -1.356 1.794  1.095
O -0.041 -2.416 1.277  -0.730
O 0.178 -1.137 3.107  -0.318
C -0.298 -2.214 3.910  -0.241
C 0.822 -3.182 4.265  -1.178
H 1.209 -3.649 3.363  0.320
H 0.441 -3.954 4.926  0.404
H 1.631 -2.653 4.764  0.306
H -0.705 -1.739 4.805  0.380
H -1.095 -2.738 3.371  0.234
C 1.312 1.402 2.979  -1.262
H 1.921 0.679 3.517  0.292
H 0.316 1.381 3.417  0.255
H 1.737 2.394 3.092  0.386
H 4.865 4.296 -1.387  0.297
H 4.723 4.630 0.346  0.306
H 4.844 5.969 -0.803  0.383

Summary:
* calculated total energy: -1680.10864 hartree
* SMILES: CCOC(=O)c1sc(NC(=O)CCN2CCN(C)CC2)c(C(=O)OCC)c1C
* spin multiplicity: 1
* HOMO: -8.15 eV
* largest force on an atom: 0.64 eV/A
* Kohn-Sham gap: 8.774 eV
* lowest unoccupied orbital energy: 0.0230 hartree

---

The following is a DFT calculation (ωB97M-V with the def2-TZVPD basis set) of a cluster of 3 separate species, C19H30F9N3O7 in total in a non-equilibrium geometry.

Last column: Mulliken charge in e.
Atoms and positions in Å:
C -2.980 -3.714 3.890  -1.512
C -2.583 -2.364 3.311  0.268
C -1.081 -2.124 3.334  -0.540
N -0.731 -0.685 3.459  -0.385
C -0.269 -0.137 2.189  -0.041
O -1.227 -0.149 1.194  -0.063
C -2.392 0.579 1.514  -1.078
C -3.092 1.037 0.240  1.458
N -4.497 1.135 0.471  -0.724
F -2.663 2.346 0.000  -0.413
C -2.687 0.264 -1.002  -1.587
C -3.243 -1.161 -1.070  0.507
C -2.203 -2.123 -1.595  -1.058
F -3.671 -1.611 0.173  -0.396
C 0.340 1.252 2.368  0.157
O 0.563 1.996 1.438  -0.556
N 0.670 1.583 3.714  -0.195
C 1.533 2.689 3.845  0.516
O 1.217 3.818 4.159  -0.498
F 2.803 2.325 3.599  -0.198
H -4.006 -3.924 3.618  0.434
H -2.858 -3.736 4.964  0.373
H -2.375 -4.490 3.432  0.336
H -3.032 -1.572 3.903  0.370
H -2.958 -2.238 2.302  -0.304
H -0.577 -2.582 2.485  0.292
H -0.705 -2.590 4.240  0.441
H 0.092 -0.678 4.045  0.319
H 0.556 -0.752 1.815  0.373
H -3.100 -0.005 2.093  0.206
H -2.189 1.483 2.082  0.538
H -4.916 0.236 0.644  0.253
H -4.953 1.625 -0.282  0.298
H -1.618 0.265 -1.154  0.394
H -3.102 0.811 -1.844  0.628
H -4.076 -1.172 -1.767  0.434
H -2.544 -3.143 -1.473  0.496
H -1.995 -1.900 -2.633  -0.131
H -1.310 -2.011 -0.988  0.237
H -0.136 1.679 4.316  0.300
C 5.620 3.996 3.965  -1.039
C 6.987 3.351 4.027  -0.263
O 7.410 2.883 2.731  -0.315
C 7.900 3.800 1.915  0.330
O 8.035 4.962 2.141  -0.509
C 8.331 3.135 0.598  0.924
F 7.393 2.303 0.144  -0.246
F 9.453 2.432 0.788  -0.256
F 8.565 4.047 -0.333  -0.240
H 4.898 3.314 3.526  0.266
H 5.285 4.268 4.965  0.390
H 5.636 4.896 3.351  0.331
H 6.962 2.465 4.658  0.321
H 7.736 4.028 4.436  0.337
C -2.358 -1.285 -9.137  -1.117
C -1.235 -2.041 -8.460  -0.209
O -1.353 -1.984 -7.024  -0.305
C -2.221 -2.818 -6.480  0.067
O -2.908 -3.611 -7.045  -0.520
C -2.197 -2.655 -4.953  1.251
F -2.234 -1.357 -4.604  -0.290
F -1.082 -3.191 -4.451  -0.264
F -3.236 -3.260 -4.398  -0.242
H -2.396 -0.258 -8.775  0.304
H -2.205 -1.274 -10.215  0.379
H -3.323 -1.746 -8.931  0.322
H -0.275 -1.582 -8.686  0.311
H -1.193 -3.080 -8.784  0.330

Summary:
* calculated total energy: -2331.76735 hartree
* SMILES: CCCN[C@@H](OC[C@@](N)(F)C[C@@H](C)F)C(=O)NC(=O)F.CCOC(=O)C(F)(F)F.CCOC(=O)C(F)(F)F
* spin multiplicity: 1
* HOMO: -9.77 eV
* largest force on an atom: 3.05 eV/A
* Kohn-Sham gap: 10.295 eV
* lowest unoccupied orbital energy: 0.0193 hartree

---

The following is a DFT calculation (ωB97M-V with the def2-TZVPD basis set) of a structure of composition C19H30MgN3O4P2 in a non-equilibrium geometry.

Last column: Mulliken charge in e.
Atoms and positions in Å:
Mg 1.561 0.042 -0.034  1.071
O 4.337 1.584 -2.871  -0.468
C 3.553 1.171 -1.896  0.132
O 2.431 0.589 -1.965  -0.585
C 4.117 1.356 -0.486  0.592
C 5.365 1.893 -0.173  -0.369
C 5.716 1.971 1.208  -0.455
C 5.004 1.255 2.157  -0.550
C 3.719 0.765 1.813  0.673
N 3.373 0.866 0.522  0.184
C 2.774 -0.110 2.665  0.109
O 3.179 -0.329 3.791  -0.678
O 1.760 -0.591 2.042  -0.577
H 4.100 1.209 -3.772  0.420
H 5.964 2.301 -0.979  0.471
H 6.429 2.749 1.461  0.433
H 5.401 1.086 3.131  0.532
C -1.561 3.376 -1.063  -1.294
P -1.073 1.677 -1.598  0.323
C -0.219 2.080 -3.136  -1.139
C -2.476 0.554 -1.687  -0.645
C -1.097 -1.641 -1.339  -1.293
P 0.592 -2.168 -0.764  0.733
C 1.325 -3.310 -1.910  -1.368
C 0.304 -3.257 0.666  -1.203
H -0.734 4.097 -1.189  0.400
H -1.920 3.451 -0.031  0.349
H -2.292 3.700 -1.785  0.455
H -0.938 2.366 -3.903  0.469
H 0.322 1.234 -3.626  0.223
H 0.478 2.922 -2.969  0.371
H -2.625 0.055 -2.692  0.395
H -3.410 1.029 -1.278  0.240
H -0.926 -1.350 -2.402  0.480
H -1.780 -2.501 -1.359  0.533
H 1.901 -4.137 -1.455  0.444
H 2.006 -2.753 -2.603  0.292
H 0.544 -3.782 -2.564  0.395
H 0.446 -4.260 0.269  0.501
H -0.731 -3.123 1.089  0.157
H 1.095 -3.068 1.410  0.307
N -0.436 0.617 -0.500  -0.363
C -1.624 -0.345 -0.662  -0.590
N -2.354 -0.559 0.555  1.140
C -3.620 -1.222 0.523  -0.826
C -4.624 -0.465 1.398  -0.719
C -4.155 -0.419 2.854  -0.662
C -2.667 -0.735 3.027  -1.011
C -1.911 -0.041 1.832  -0.142
H -3.551 -2.292 0.799  0.397
H -3.931 -1.348 -0.530  0.508
H -5.566 -1.022 1.389  0.421
H -4.807 0.549 1.013  0.168
H -4.755 -1.032 3.473  0.353
H -4.234 0.577 3.280  0.298
H -2.461 -1.798 2.975  0.288
H -2.322 -0.343 3.995  0.457
H -0.861 -0.195 2.125  0.027
H -2.132 1.070 1.754  0.199

Summary:
* calculated total energy: -2089.92397 hartree
* spin multiplicity: 1
* HOMO: -10.24 eV
* largest force on an atom: 3.12 eV/A
* Kohn-Sham gap: 6.570 eV
* net charge: +1
* lowest unoccupied orbital energy: -0.1348 hartree

---

Question: Among the records above, which one has the highest HOMO?
Answer: C19H29F6IN3O8S